1.
This record from the Open Molecules 2025 dataset describes a 2-piece molecular cluster, C2H3O2S2 overall. The level of theory is ωB97M-V with the def2-TZVPD basis set.

The geometry in XYZ format:
```
9
Properties=species:S:1:pos:R:3
S 3.02987 -1.31672 0.37453
S 2.19138 0.60102 0.16078
O -0.28913 -1.51796 -1.00061
O 2.77856 1.37732 -0.96264
C -0.82052 0.61351 -0.03413
C -0.20805 -0.44142 -0.49965
H 2.79923 -1.95430 -0.83650
H -1.95843 0.71502 -0.02904
H -0.24394 1.52659 0.06566
```

- LUMO level (eV) = 3.6
- ΔE to the lowest compared entry with this formula, charge and spin (eV) = 2.505
- net charge = -1
- highest occupied orbital energy (eV) = -2.80
- calculated total energy (eV) = -27887.37444

Atomic partial charges in e from the natural (NBO) method, atoms 1 to 4: -0.36, 0.59, -0.57, -1.03

=====

2.
This record from the Open Molecules 2025 dataset describes a 2-piece molecular cluster, C2ClF4N overall. The level of theory is ωB97M-V with the def2-TZVPD basis set.

The geometry in XYZ format:
```
8
Properties=species:S:1:pos:R:3
Cl 0.09072 0.09077 2.20817
F 0.76438 1.22321 -2.11657
F 0.49243 1.24954 -0.07407
F 1.64751 -0.30962 -0.92839
F -2.03476 -1.17457 1.83335
N -0.67308 -0.33725 -1.31632
C 0.49884 0.37391 -1.13528
C -0.78604 -1.11598 1.52910
```

- LUMO level (spin up / spin down) (eV) = -2.9 / -3.1
- ΔE to the lowest compared entry with this formula, charge and spin (eV) = 6.918
- highest occupied orbital energy (spin up / spin down) (eV) = -10.02 / -9.90
- calculated total energy (eV) = -26949.26699

Atomic partial charges in e from the natural (NBO) method, atoms 1 to 4: 0.10, -0.30, -0.34, -0.30

=====

3.
This record from the Open Molecules 2025 dataset describes CH2N4O2 as an isolated structure. The level of theory is ωB97M-V with the def2-TZVPD basis set.

The geometry in XYZ format:
```
9
Properties=species:S:1:pos:R:3
O 3.48515 -0.40756 -0.14746
O 1.82633 -1.75269 0.37767
N 2.40978 -0.80562 0.00023
N 1.21462 0.51669 -0.48530
N 2.13614 2.58986 0.35648
N 0.02108 0.00677 -0.02969
C 1.79282 1.57655 -0.00423
H -0.39301 -0.49579 -0.85479
H 0.16380 -0.56912 0.78268
```

- LUMO level (spin up / spin down) (eV) = 0.2 / -3.5
- 2S+1 = 3
- ΔE to the lowest compared entry with this formula, charge and spin (eV) = 6.003
- highest occupied orbital energy (spin up / spin down) (eV) = -7.40 / -10.25
- calculated total energy (eV) = -11115.50660

Atomic partial charges in e from the natural (NBO) method, atoms 1 to 4: -0.24, -0.33, 0.54, -0.24

=====

4.
This record from the Open Molecules 2025 dataset describes C31H30N6O6OsS as an isolated structure. The level of theory is ωB97M-V with the def2-TZVPD basis set.

The geometry in XYZ format:
```
75
Properties=species:S:1:pos:R:3
Os 1.66186 1.59844 -0.18264
S 2.67501 3.21555 -1.64348
O -0.64805 0.70091 1.74478
O 3.19166 1.67120 1.26072
O 0.56310 -0.11210 -3.50975
O 0.51924 -2.84284 -1.71497
O 4.92803 0.24726 1.19768
O -1.20081 -3.92176 1.13756
N 0.38047 3.42675 0.34026
N 0.77044 -0.38967 -0.49563
N -1.27523 -1.43837 0.14115
N -1.31546 0.27632 -1.36235
N 2.35179 5.81517 -1.35321
N 0.94865 4.64195 -0.04373
C -0.26893 -1.07026 -4.14940
C -4.05633 3.00607 2.29132
C -0.92739 -1.64053 1.48443
C -1.29461 -5.23972 1.64760
C -0.57262 -3.12180 3.35613
C -2.97465 0.86659 2.29047
C 2.32024 -1.42018 1.10323
C -1.26596 3.58390 -2.98452
C -0.30801 -0.74144 3.64498
C 2.90975 -3.73396 0.93834
C -0.34538 3.38746 -4.00617
C -0.64205 -0.56667 2.31320
C -1.55896 2.54578 -2.12026
C 1.90476 4.59797 -0.92332
C -0.94353 1.30494 -2.26370
C 4.40454 1.30260 0.91795
C 0.25502 2.15147 -4.16218
C -0.52104 -0.52006 -0.60738
C 0.54661 -4.02843 -2.48483
C -0.90209 -2.93100 2.02514
C 3.02897 -2.51464 1.57510
C -0.27354 -2.02341 4.15883
C -1.69870 2.83360 1.65748
C -0.59522 3.66129 1.14365
C -2.86330 3.57889 1.89264
C 2.08594 -3.86569 -0.17420
C -4.11231 1.63413 2.47579
C -0.04630 1.09882 -3.30907
C 1.49139 -1.52840 0.00226
C 1.37817 -2.77063 -0.64720
C -1.77478 1.45879 1.91194
H 4.95529 2.07675 0.34909
H -2.25121 2.69522 -1.29849
H -0.09445 -3.85017 -3.34521
H -1.73897 4.54650 -2.84695
H 0.98107 1.97000 -4.94337
H -0.74027 4.71945 1.35625
H -0.07403 0.12404 4.24937
H 2.00617 -4.82271 -0.66791
H -0.00263 -2.18121 5.19334
H 2.08584 6.61500 -0.80324
H 0.34190 -1.95740 -4.29403
H 2.43676 -0.46057 1.58811
H 3.46969 -4.59176 1.28829
H -1.13615 -1.32472 -3.53399
H -4.92748 3.62470 2.45560
H -5.03593 1.15379 2.77074
H 1.55983 -4.25496 -2.82501
H -1.67792 -5.85371 0.83683
H -0.08772 4.19910 -4.67265
H -3.00548 -0.20095 2.45760
H 0.15513 -4.87883 -1.91908
H 3.24202 5.83782 -1.81743
H 3.68938 -2.39281 2.42158
H -0.31202 -5.61066 1.95089
H -1.58590 -2.26126 -0.35535
H -1.98107 -5.28452 2.49611
H -0.60770 -0.69494 -5.11940
H -0.52542 -4.11768 3.77070
H -2.25257 0.34308 -0.99296
H -2.81654 4.64916 1.73593
```

- LUMO level (spin up / spin down) (eV) = 0.2 / 0.0
- 2S+1 = 5
- ΔE to the lowest compared entry with this formula, charge and spin (eV) = 1.211
- highest occupied orbital energy (spin up / spin down) (eV) = -6.54 / -7.19
- calculated total energy (eV) = -67158.81862

Atomic partial charges in e from the Löwdin method, atoms 1 to 4: 1.19, 0.53, 0.00, -0.33

=====

5.
This record from the Open Molecules 2025 dataset describes a 2-piece molecular cluster, C12H17N overall. The level of theory is ωB97M-V with the def2-TZVPD basis set.

The geometry in XYZ format:
```
30
Properties=species:S:1:pos:R:3
N -0.69166 -1.45394 -0.65379
C 1.55395 -0.74279 -1.54318
C -2.07336 1.41540 -2.97801
C -1.36725 -1.26439 0.54961
C -0.65594 -0.38962 1.33221
C -1.80137 -0.55656 3.58201
C 0.44847 -0.68643 -0.67574
C 0.58823 -0.13945 0.63206
C 1.78366 0.44549 1.06614
C 2.74662 -0.14339 -1.05973
C -0.70935 1.93196 -2.52829
C 2.89618 0.41639 0.20940
C -1.13513 0.34859 2.51237
H -0.11606 1.05068 -2.25606
H 3.60664 -0.05411 -1.72296
H -2.62062 -1.14662 3.13433
H 3.87817 0.76943 0.51014
H 1.83576 0.89162 2.05006
H -1.96183 1.03917 2.30351
H -0.08640 2.56159 -3.15020
H -1.04003 -1.97526 -1.42236
H -2.78859 1.34673 -2.15180
H -2.61620 1.93834 -3.76953
H -2.42268 -1.49723 0.67079
H -1.96292 0.37123 -3.27353
H -2.23757 -0.09614 4.45835
H -0.38608 0.88542 3.10505
H -0.87573 2.52477 -1.61766
H 1.51702 -0.91641 -2.61393
H -1.04072 -1.27275 3.89302
```

- LUMO level (spin up / spin down) (eV) = 3.6 / 3.5
- 2S+1 = 2
- ΔE to the lowest compared entry with this formula, charge and spin (eV) = 0.726
- net charge = -1
- highest occupied orbital energy (spin up / spin down) (eV) = 0.64 / -2.99
- calculated total energy (eV) = -14208.30807

Atomic partial charges in e from the natural (NBO) method, atoms 1 to 4: -0.55, -0.47, -0.61, -0.16

=====

6.
This record from the Open Molecules 2025 dataset describes the molecule C4H6O2. The level of theory is ωB97M-V with the def2-TZVPD basis set.

The geometry in XYZ format:
```
12
Properties=species:S:1:pos:R:3
O 0.31319 -1.58523 -0.78905
O -0.38719 0.25311 2.22167
C -0.53769 -0.70858 -1.34906
C 0.01912 0.12062 1.07620
C 0.60519 1.28735 0.31828
C -0.13375 -1.18230 0.44130
H 1.24441 0.97044 -0.50891
H -1.61127 -0.79125 -1.29176
H -0.19533 1.91988 -0.07921
H -0.38690 -2.01151 1.11061
H -0.10536 -0.14771 -2.18677
H 1.17557 1.87519 1.03670
```

- LUMO level (spin up / spin down) (eV) = -0.3 / -0.3
- ΔE to the lowest compared entry with this formula, charge and spin (eV) = 4.030
- structure (SMILES) = CC(=O)[C@H]1CO1
- highest occupied orbital energy (spin up / spin down) (eV) = -8.91 / -8.91
- calculated total energy (eV) = -8336.43091

Atomic partial charges in e from the natural (NBO) method, atoms 1 to 4: -0.43, -0.57, -0.04, 0.48